The following is a DFT calculation (wB97M-V/def2-TZVPD) of C3H7N3O in the gas phase.

Element x y z (Å)
C  -1.559  -1.110  1.196
N  -1.139  -0.050  0.310
C  0.028  0.403  0.424
N  1.010  0.091  1.353
C  1.143  0.427  -1.401
O  0.441  1.277  -0.588
N  0.923  0.770  -2.654
H  -2.155  -0.712  2.025
H  -0.719  -1.692  1.602
H  -2.205  -1.786  0.625
H  1.925  0.435  1.095
H  0.755  0.306  2.306
H  1.270  0.133  -3.353
H  0.282  1.507  -2.940

Lowest unoccupied orbital energy: 1.1260 eV
Charge: 0
Gap between HOMO and LUMO: 10.00 eV
ΔE to the lowest compared entry with this formula, charge and spin: 2.7415 eV
HOMO level: -8.869 eV
E_tot: -9740.2918 eV